Entry 1:
21
Properties=species:S:1:pos:R:3:mulliken_charge:R:1 method="wB97M-V/def2-TZVPD" e_lumo_ev=-9.029 homo_energy_ha=-0.519 charge=+1
In 2.894 1.261 -0.555 0.63
C 0.793 -0.359 0.103 0.10
O -0.679 -0.298 -0.244 -0.36
O 1.243 0.619 -0.755 -0.41
C 1.030 -0.273 1.636 0.74
F 0.691 -1.393 2.248 -0.21
F 2.322 -0.101 1.830 -0.27
F 0.384 0.749 2.184 -0.22
C -1.544 -1.424 0.051 -0.44
C -2.476 -1.043 1.239 -1.05
H -2.025 -0.561 2.106 0.29
H -3.091 -0.186 0.963 0.32
H -3.073 -1.902 1.547 0.35
H -1.204 -2.457 0.115 0.34
H -2.178 -1.625 -0.813 0.42
H 1.129 -1.315 -0.300 0.46
B 1.153 2.055 -2.263 0.23
H 0.529 2.596 -2.956 0.11
H 2.206 2.148 -2.481 -0.14
H 1.015 2.492 -1.286 -0.01
H 0.880 1.016 -2.371 0.13

=====

Entry 2:
11
Properties=species:S:1:pos:R:3:mulliken_charge:R:1 method="wB97M-V/def2-TZVPD" e_lumo_ev=-0.257 homo_energy_ha=-0.377 smiles="O=C1Cc2cnnn21"
C 1.495 -0.643 0.106 0.40
C 1.050 0.887 0.066 -0.28
C -0.375 0.380 -0.012 0.21
C -1.717 0.285 -0.010 -0.42
H 1.220 1.266 1.167 0.23
H 1.326 1.560 -0.778 0.29
H -2.423 1.181 -0.537 0.23
N -2.078 -1.020 -0.100 -0.16
N -1.028 -1.793 0.105 -0.54
N 0.029 -0.857 0.188 0.49
O 2.501 -1.247 -0.195 -0.46

=====

Entry 3:
69
Properties=species:S:1:pos:R:3:mulliken_charge:R:1 method="wB97M-V/def2-TZVPD" e_lumo_ev=0.192 homo_energy_ha=-0.305
Ca 1.345 0.123 0.951 1.82
C -0.478 -2.904 -2.582 0.28
C -1.321 -1.920 -3.387 -1.24
S -1.070 -0.180 -2.966 0.03
C 0.308 0.307 -4.035 -0.93
C 1.572 -0.546 -4.009 -0.91
S 2.338 -0.628 -2.373 0.20
C 3.336 -2.117 -2.591 -0.84
C 3.901 -2.584 -1.255 -0.91
S 2.702 -2.842 0.075 0.16
C 1.679 -4.177 -0.590 -0.82
C 0.217 -4.039 -0.168 -1.08
S -0.630 -2.578 -0.813 0.28
H 0.569 -2.824 -2.862 -0.82
H -0.816 -3.925 -2.786 0.54
H -2.379 -2.106 -3.198 0.43
H -1.154 -2.068 -4.457 0.55
H 0.534 1.325 -3.712 0.35
H -0.046 0.363 -5.066 0.56
H 2.282 -0.129 -4.727 0.54
H 1.346 -1.563 -4.334 0.35
H 4.165 -1.922 -3.274 0.50
H 2.719 -2.896 -3.043 0.37
H 4.579 -1.831 -0.848 0.43
H 4.485 -3.494 -1.402 0.45
H 2.065 -5.127 -0.216 0.50
H 1.761 -4.196 -1.674 0.34
H 0.146 -3.952 0.918 0.38
H -0.329 -4.939 -0.459 0.53
O 3.756 0.828 1.391 -0.56
P 3.622 0.029 2.845 0.73
O 4.922 -0.414 3.330 -0.74
O 2.449 -0.892 2.604 -0.65
O 3.050 1.261 3.779 -0.31
P 1.609 1.947 3.563 0.84
O 1.865 3.421 4.146 -0.52
O 0.497 1.247 4.221 -0.63
O 1.488 2.161 2.043 -0.80
H 3.247 1.657 1.464 0.38
H 1.912 3.418 5.108 0.33
N -0.018 4.699 0.993 -0.19
C -0.561 4.743 -0.218 0.73
N -1.243 5.857 -0.573 -0.43
N -0.524 3.780 -1.124 -0.73
C 0.132 2.666 -0.900 0.37
N 0.630 1.615 -0.883 -0.36
H -0.176 5.454 1.639 0.22
H 0.385 3.842 1.401 -0.21
H -1.133 6.707 -0.051 0.21
H -1.497 5.931 -1.543 0.26
O -0.798 -0.483 1.516 -0.09
C -1.644 -0.024 2.284 -0.90
C -1.910 1.444 2.405 0.92
C -3.240 1.680 1.632 -0.86
C -3.594 0.638 0.544 -0.09
C -4.260 -0.658 1.050 -0.78
C -3.344 -1.606 1.827 -0.05
N -2.591 -0.840 2.838 -0.07
H -1.081 1.988 1.963 -0.87
H -1.985 1.742 3.449 0.49
H -3.181 2.664 1.163 0.41
H -4.071 1.729 2.342 0.35
H -2.707 0.399 -0.052 -0.10
H -4.296 1.112 -0.144 0.41
H -4.682 -1.201 0.201 0.44
H -5.107 -0.379 1.689 0.29
H -2.620 -2.078 1.166 -0.24
H -3.914 -2.392 2.320 0.38
H -3.211 -0.325 3.451 0.40

=====

Entry 4:
20
Properties=species:S:1:pos:R:3:mulliken_charge:R:1 method="wB97M-V/def2-TZVPD" e_lumo_ev="0.658 / -3.277" homo_energy_ha="-0.246 / -0.344" spin_multiplicity=3
C -0.054 -0.612 0.571 0.55
C -0.929 0.542 0.085 0.06
C 1.380 -0.392 0.516 0.50
C -0.796 0.894 -1.325 -1.21
C 2.116 -1.461 -0.022 -1.32
C 2.056 0.895 0.925 -1.11
O -0.575 -1.716 0.588 -0.54
O -3.544 0.956 0.352 -0.56
O -2.826 -1.196 -0.632 -0.52
S -2.649 -0.128 0.650 0.66
H -0.684 1.444 0.692 0.49
H -1.443 0.116 -1.955 0.27
H 0.248 1.159 -1.592 0.35
H -1.349 1.857 -1.430 0.36
H 1.474 -2.362 -0.310 0.22
H -2.301 -2.050 -0.481 0.39
H 3.122 -1.425 0.046 0.43
H 1.867 1.733 0.310 0.27
H 3.075 0.584 1.032 0.40
H 1.813 1.165 1.983 0.31

=====

Entry 5:
114
Properties=species:S:1:pos:R:3:mulliken_charge:R:1 method="wB97M-V/def2-TZVPD" e_lumo_ev=-0.718 homo_energy_ha=-0.360
Mg -1.235 -1.740 0.004 1.91
S 0.737 -0.042 -0.219 -0.71
O -0.537 -0.224 -0.981 -0.32
O 1.964 -0.097 -1.000 -0.21
O 0.716 1.151 0.615 -0.36
O 0.532 -1.289 0.573 0.92
C 3.474 3.453 3.245 -1.60
C 2.048 3.440 2.723 2.66
C 1.095 2.509 3.491 0.76
O 0.076 3.408 3.975 -0.45
C 0.412 4.678 3.728 0.41
O -0.210 5.637 4.045 -0.57
O 1.541 4.738 3.013 -0.45
H 4.047 4.146 2.630 0.29
H 4.033 2.518 3.220 0.21
H 3.452 3.776 4.287 0.41
H 2.026 3.141 1.674 -1.44
H 1.556 1.960 4.310 0.44
H 0.602 1.796 2.835 -0.69
C -4.240 2.762 3.489 -1.59
C -2.935 1.977 3.535 0.96
C -3.042 0.720 4.453 -0.36
O -2.665 -0.362 3.574 -0.35
C -2.371 0.109 2.379 0.00
O -1.976 -0.533 1.441 0.03
O -2.641 1.408 2.270 0.08
H -4.057 3.660 2.899 0.38
H -4.605 3.033 4.476 0.41
H -4.996 2.153 2.988 0.35
H -2.129 2.627 3.872 -0.28
H -4.075 0.569 4.758 0.32
H -2.401 0.759 5.328 0.28
C 1.001 -5.854 -4.628 -1.52
C 1.235 -4.429 -4.153 0.56
C 0.413 -3.381 -4.934 -0.50
O -0.099 -2.529 -3.920 -0.22
C -0.034 -3.145 -2.753 0.29
O -0.585 -2.753 -1.756 -1.24
O 0.670 -4.297 -2.837 -0.28
H -0.061 -6.068 -4.503 0.37
H 1.552 -6.585 -4.038 0.31
H 1.303 -6.014 -5.664 0.38
H 2.283 -4.137 -4.205 0.15
H -0.419 -3.915 -5.402 0.31
H 1.004 -2.822 -5.651 0.38
C -7.690 -1.261 -0.708 -1.55
C -6.447 -0.787 -1.412 0.54
C -5.833 0.521 -0.898 -0.56
O -4.434 0.231 -0.901 0.04
C -4.241 -1.072 -1.013 -0.05
O -3.159 -1.569 -0.936 -0.67
O -5.383 -1.728 -1.183 -0.39
H -7.547 -1.464 0.356 0.36
H -8.013 -2.209 -1.140 0.36
H -8.506 -0.539 -0.747 0.40
H -6.690 -0.640 -2.465 0.27
H -6.088 0.771 0.135 0.25
H -6.031 1.384 -1.527 0.33
Cl 4.343 4.059 -0.371 -0.17
C 3.513 2.842 -1.342 0.66
C 2.036 3.123 -1.526 1.59
Cl 1.631 4.648 -2.346 -0.20
H 3.577 1.864 -0.870 -0.57
H 4.015 2.803 -2.307 0.39
H 1.550 3.269 -0.566 -1.08
H 1.599 2.284 -2.062 -0.41
Cl -2.623 0.000 -5.451 -0.23
C -2.050 0.320 -3.794 0.27
C -0.719 1.042 -3.811 0.73
Cl -0.894 2.665 -4.573 -0.15
H -2.057 -0.592 -3.201 -0.31
H -2.808 0.941 -3.313 0.20
H 0.024 0.445 -4.335 0.34
H -0.412 1.183 -2.780 -0.93
Cl 2.375 -5.008 1.766 -0.24
C 2.197 -3.728 0.542 1.12
C 3.210 -3.795 -0.572 0.37
Cl 3.184 -5.330 -1.447 -0.20
H 2.207 -2.765 1.045 -0.95
H 1.183 -3.783 0.141 -0.17
H 4.200 -3.585 -0.173 0.45
H 2.951 -3.010 -1.282 -0.42
Cl 0.423 -0.691 4.760 -0.21
C 0.184 -2.213 3.826 0.95
C 0.767 -3.461 4.449 -0.42
Cl 0.074 -3.721 6.055 -0.21
H 0.705 -2.083 2.875 -1.08
H -0.891 -2.193 3.675 0.37
H 1.854 -3.470 4.378 0.32
H 0.506 -4.325 3.832 0.31
Cl 3.818 -1.942 -4.729 -0.24
C 3.717 -0.470 -3.754 0.49
C 5.077 -0.152 -3.191 -0.24
Cl 5.597 -1.227 -1.890 -0.15
H 2.966 -0.601 -2.976 -0.56
H 3.345 0.328 -4.397 0.49
H 5.096 0.873 -2.818 -0.03
H 5.865 -0.106 -3.943 0.48
Cl -2.883 3.495 -1.669 -0.21
C -1.612 2.848 -0.638 1.90
C -1.495 3.595 0.678 0.92
Cl -0.793 5.225 0.426 -0.14
H -0.672 2.804 -1.177 -0.78
H -1.895 1.835 -0.345 -1.09
H -0.867 3.031 1.361 -0.96
H -2.476 3.715 1.129 0.28
Cl 3.712 -1.618 3.039 -0.17
C 3.119 0.017 2.570 1.01
C 3.842 0.514 1.347 1.35
Cl 5.590 0.745 1.634 -0.22
H 3.370 0.606 3.447 0.37
H 2.059 -0.030 2.336 -1.10
H 3.449 1.473 1.026 -1.22
H 3.821 -0.243 0.569 -0.06

=====

Entry 6:
24
Properties=species:S:1:pos:R:3:mulliken_charge:R:1 method="wB97M-V/def2-TZVPD" e_lumo_ev=0.796 homo_energy_ha=-0.263
C 0.347 -2.867 0.005 -0.41
C 0.431 -2.100 -1.118 -0.45
C -0.076 -2.318 1.185 -0.53
C 0.006 -0.801 -1.184 -0.33
C -0.503 -1.005 1.185 -0.54
C -0.564 -0.227 -0.015 0.62
C 2.261 2.373 -0.354 0.35
C 1.912 3.120 -1.339 -0.61
C 2.884 1.675 0.564 -0.72
C -0.975 1.096 0.051 -0.51
C -3.244 0.617 -0.420 -0.66
O -2.087 1.511 -0.151 -0.11
H 0.465 -3.921 0.003 0.40
H 0.627 -2.489 -2.127 0.32
H 0.154 -2.815 2.110 0.37
H 0.357 -0.215 -1.991 0.42
H -0.607 -0.457 2.020 0.53
H 2.351 2.915 -2.396 0.21
H 1.106 3.767 -1.244 0.29
H 3.854 1.940 1.014 0.26
H 2.280 0.927 1.036 0.24
H -2.898 -0.196 -1.128 0.29
H -4.032 1.308 -0.823 0.25
H -3.569 0.214 0.482 0.32

=====

Repeat the fourth record exactly.
20
Properties=species:S:1:pos:R:3:mulliken_charge:R:1 method="wB97M-V/def2-TZVPD" e_lumo_ev="0.658 / -3.277" homo_energy_ha="-0.246 / -0.344" spin_multiplicity=3
C -0.054 -0.612 0.571 0.55
C -0.929 0.542 0.085 0.06
C 1.380 -0.392 0.516 0.50
C -0.796 0.894 -1.325 -1.21
C 2.116 -1.461 -0.022 -1.32
C 2.056 0.895 0.925 -1.11
O -0.575 -1.716 0.588 -0.54
O -3.544 0.956 0.352 -0.56
O -2.826 -1.196 -0.632 -0.52
S -2.649 -0.128 0.650 0.66
H -0.684 1.444 0.692 0.49
H -1.443 0.116 -1.955 0.27
H 0.248 1.159 -1.592 0.35
H -1.349 1.857 -1.430 0.36
H 1.474 -2.362 -0.310 0.22
H -2.301 -2.050 -0.481 0.39
H 3.122 -1.425 0.046 0.43
H 1.867 1.733 0.310 0.27
H 3.075 0.584 1.032 0.40
H 1.813 1.165 1.983 0.31